Entry 1:
# C35H96N4O19PS2

A 15-piece molecular cluster, C35H96N4O19PS2 overall at a distorted geometry (ωB97M-V/def2-TZVPD, the Open Molecules 2025 dataset).

Structure (XYZ):
```
157
C35H96N4O19PS2 | the Open Molecules 2025 dataset | ωB97M-V/def2-TZVPD
C 4.60866 0.07158 0.53991
C 5.07161 1.48561 -0.09771
O 6.04696 2.03124 0.45450
O 4.38529 1.98216 -1.25507
C 3.74617 3.22772 -1.01662
O 4.09794 4.08720 -0.18810
C 2.46200 3.62602 -1.93702
C 1.15994 3.03874 -1.21515
N 0.26589 3.70432 -0.28144
C -0.71167 2.66327 0.08029
N -1.70486 2.87656 0.96899
P -2.78882 1.48881 1.34588
S -1.75476 0.36369 2.59128
N -0.47273 1.42684 -0.61787
N 0.63006 1.70815 -1.36743
S 1.16008 0.35947 -2.35197
C 1.50035 -1.02970 -1.13091
O 2.37943 0.68441 -3.17572
O 0.02103 -0.09373 -3.23098
H 4.85988 -0.75915 -0.22203
H 3.51872 0.06923 0.86807
H 5.22830 -0.18624 1.47541
H 2.64515 3.19159 -2.97362
H 2.42075 4.77710 -1.93430
H -1.80018 3.79469 1.42220
H -3.97389 1.89694 2.04317
H -3.04547 0.66340 0.20550
H -0.99081 0.53943 -0.59953
H 1.74090 -0.50738 -0.13592
H 2.34955 -1.68406 -1.51248
H 0.51149 -1.58171 -0.96684
C -7.34664 2.04990 -0.68201
C -6.69882 1.66188 0.63106
O -5.67153 2.59698 0.96714
H -6.60306 2.07886 -1.48348
H -8.13075 1.34072 -0.95351
H -7.78420 3.05045 -0.61667
H -6.24423 0.67096 0.55515
H -7.43398 1.64248 1.43855
H -6.08321 3.46862 1.04104
C -4.18813 -2.97654 5.39321
C -5.07277 -1.77095 5.14775
O -4.30817 -0.57200 5.23957
H -3.72295 -2.91593 6.38048
H -4.76443 -3.90286 5.33097
H -3.37735 -3.01681 4.65978
H -5.86829 -1.72191 5.89462
H -5.53300 -1.81971 4.15523
H -3.61264 -0.61744 4.57068
C -3.03778 -5.96290 2.07596
C -3.92406 -4.75772 1.83428
O -3.16132 -3.55724 1.92666
H -2.57054 -5.90398 3.06240
H -3.61197 -6.88889 2.01322
H -2.22780 -6.00116 1.34124
H -4.71816 -4.71090 2.58246
H -4.38606 -4.80476 0.84288
H -2.46698 -3.60035 1.25704
C 8.24107 5.43224 0.07509
C 9.39551 4.66269 0.68510
O 8.93029 3.85699 1.76028
H 7.76270 6.06638 0.82593
H 8.58363 6.06061 -0.75090
H 7.47429 4.74681 -0.29855
H 10.14851 5.34950 1.07655
H 9.87189 4.01584 -0.05889
H 8.27020 3.24628 1.40191
C -6.55794 3.09716 4.62607
C -6.42429 2.62048 6.05934
O -6.83969 1.26657 6.16728
H -7.59309 3.00548 4.28647
H -6.24613 4.14070 4.53055
H -5.94653 2.48431 3.95613
H -7.05193 3.21993 6.72177
H -5.38697 2.69877 6.40214
H -6.27363 0.74248 5.58512
C -1.08964 -1.59752 -6.97236
C 0.17087 -2.41980 -7.15210
O 1.29621 -1.56259 -7.30624
H -1.24530 -0.94160 -7.83264
H -1.96391 -2.24284 -6.85791
H -1.00938 -0.95422 -6.09075
H 0.09588 -3.04401 -8.04464
H 0.34048 -3.07138 -6.28832
H 1.36054 -1.02013 -6.50898
C 10.32399 1.72778 -2.39262
C 10.93005 0.53548 -1.67903
O 11.04055 0.80001 -0.28603
H 10.93732 2.61926 -2.23868
H 10.23896 1.53910 -3.46568
H 9.32931 1.95220 -1.99481
H 11.93066 0.32800 -2.06323
H 10.31393 -0.35884 -1.81946
H 10.15169 0.97397 0.05025
C 3.59532 2.54636 -6.00317
C 2.66219 3.71966 -6.22920
O 3.37423 4.94480 -6.10986
H 4.05422 2.60619 -5.01202
H 3.05761 1.59872 -6.08644
H 4.41020 2.55335 -6.73234
H 1.86176 3.72106 -5.48513
H 2.20836 3.67207 -7.22374
H 4.07427 4.94202 -6.77590
C -1.66615 3.51205 7.40849
C -2.14667 3.49613 5.97184
O -2.19136 2.16026 5.48149
H -0.67277 3.06299 7.48561
H -1.62247 4.53304 7.79387
H -2.33266 2.92330 8.04582
H -1.46633 4.06703 5.33506
H -3.14726 3.93453 5.88960
H -2.80181 1.66302 6.04407
C 0.67830 6.78016 4.82951
C -0.49617 7.08087 5.74004
O -0.22804 6.61826 7.05765
H 0.87914 5.70559 4.80476
H 0.48208 7.12621 3.81149
H 1.58674 7.26589 5.19659
H -1.39649 6.57631 5.38206
H -0.69537 8.15639 5.77849
H 0.56359 7.07475 7.37166
C -0.46302 -9.91298 3.38742
C -1.87228 -9.51313 3.77709
O -2.59540 -9.07831 2.63079
H 0.05991 -9.07222 2.92417
H 0.10460 -10.24368 4.26039
H -0.47997 -10.72251 2.65193
H -1.85147 -8.69043 4.49486
H -2.40550 -10.35410 4.23119
H -2.61771 -9.81341 2.00408
C -10.02287 -2.27635 0.93892
C -8.97452 -1.34073 1.50700
O -9.23101 -0.00290 1.09138
H -10.02794 -2.22896 -0.15306
H -9.83376 -3.30746 1.24637
H -11.02252 -1.98702 1.27545
H -7.98009 -1.61988 1.15128
H -8.97209 -1.37472 2.60100
H -10.10787 0.24037 1.41682
C 4.97081 -3.13624 -6.11830
C 3.78390 -2.87710 -5.21296
O 4.06087 -3.35044 -3.89744
H 5.19948 -4.20419 -6.15501
H 4.77194 -2.78278 -7.13278
H 5.86444 -2.63184 -5.73869
H 2.90016 -3.39910 -5.58273
H 3.55603 -1.80720 -5.16093
H 4.83917 -2.87684 -3.57574
C 2.28454 -5.11037 -8.63430
C 2.43635 -5.59997 -7.20765
O 2.06736 -6.97045 -7.11893
H 1.25291 -5.23302 -8.97438
H 2.56041 -4.05585 -8.71665
H 2.91502 -5.69293 -9.31223
H 1.78898 -5.03017 -6.53781
H 3.46976 -5.49142 -6.86436
H 2.64979 -7.46818 -7.70749
```

Output
* gap between HOMO and LUMO: 7.1037 eV
* net charge: +1
* HOMO: -11.343 eV
* LUMO: -4.24 eV


Entry 2:
# C35H96O17

A 13-piece molecular cluster, C35H96O17 overall at a distorted geometry (ωB97M-V/def2-TZVPD, the Open Molecules 2025 dataset).

Structure (XYZ):
```
148
C35H96O17 | the Open Molecules 2025 dataset | ωB97M-V/def2-TZVPD
C -2.10991 2.91212 -4.67931
C -0.58540 3.03545 -4.61724
C -0.04802 4.48432 -4.61916
O -0.13925 2.33873 -3.43038
H -2.40736 1.85492 -4.50393
H -2.55950 3.31712 -5.61811
H -2.55981 3.44977 -3.77572
H -0.22215 2.54299 -5.52105
H -0.57512 5.20673 -3.99256
H -0.06224 4.91671 -5.64531
H 0.97823 4.46445 -4.26868
H 0.68466 2.64909 -3.03587
C -1.05480 -4.34541 4.05605
C -0.46673 -2.96113 4.29948
C 0.17535 -2.88578 5.68428
O 0.42228 -2.60395 3.24754
H -0.22512 -5.03870 4.14647
H -1.60784 -4.46707 3.16464
H -1.71193 -4.65255 4.85651
H -1.31779 -2.29311 4.32850
H -0.49921 -3.16332 6.54283
H 0.51477 -1.83479 5.83220
H 1.07264 -3.51758 5.76882
H 0.94768 -3.36856 2.98760
C 0.15951 -4.45482 -0.71613
C 1.56098 -4.69210 -0.06232
C 2.57124 -4.50173 -1.14702
O 1.77891 -3.88103 1.05804
H -0.14148 -3.42476 -0.93768
H -0.63497 -4.91196 -0.07592
H 0.20585 -4.94611 -1.69357
H 1.71303 -5.74463 0.26563
H 2.40197 -3.54327 -1.62468
H 2.44367 -5.19095 -1.93902
H 3.61914 -4.44833 -0.76929
H 1.39270 -3.01698 0.79341
C -5.34578 -2.99540 -1.92793
C -4.00840 -2.63304 -2.51631
C -3.19909 -1.67370 -1.55690
O -3.17030 -3.81760 -2.65559
H -5.05290 -3.60895 -1.08198
H -5.93011 -3.56160 -2.68752
H -5.92619 -2.18851 -1.47727
H -4.10399 -2.21765 -3.50509
H -2.22045 -1.34803 -1.98829
H -2.95970 -2.23733 -0.61916
H -3.76936 -0.80472 -1.32036
H -3.51423 -4.31439 -3.38254
C -1.90197 -2.29240 -6.15186
C -1.46142 -1.22230 -5.19092
C -0.35692 -1.56806 -4.17561
O -1.00180 -0.22444 -6.07264
H -1.03723 -2.70372 -6.65298
H -2.64145 -1.87678 -6.93672
H -2.29961 -3.11943 -5.58723
H -2.31107 -0.89706 -4.58179
H 0.64124 -1.66179 -4.64391
H -0.57596 -2.46224 -3.63972
H -0.26542 -0.74911 -3.48456
H -0.50228 0.43011 -5.58375
C 5.50640 -0.74611 0.47627
C 4.17334 -1.39856 0.75748
C 3.94597 -1.44285 2.26909
O 3.18474 -0.67312 -0.03927
H 5.54599 0.34514 0.78686
H 5.86557 -0.86694 -0.53917
H 6.26555 -1.25503 1.08334
H 4.16882 -2.40826 0.45307
H 2.97823 -1.84422 2.54966
H 4.05535 -0.47144 2.69948
H 4.69221 -2.14721 2.67203
H 2.31323 -0.71248 0.44059
C -5.30663 -1.06593 1.58589
C -4.98524 -0.44240 2.92210
C -5.04454 -1.41000 4.09237
O -3.63170 0.03425 2.81132
H -6.20455 -1.73666 1.67069
H -4.41622 -1.67923 1.33603
H -5.45629 -0.24292 0.84359
H -5.63152 0.40069 3.17533
H -4.28365 -2.19094 3.97040
H -6.05332 -1.89090 4.14783
H -4.81867 -0.86935 5.05046
H -3.31113 0.34948 3.71115
C 2.86810 0.46539 -4.69015
C 3.15348 -0.36252 -3.44136
C 4.45750 -1.22005 -3.56042
O 3.29804 0.51706 -2.32037
H 2.06053 1.15348 -4.59221
H 2.77563 -0.25264 -5.52909
H 3.78217 1.02160 -4.87588
H 2.22512 -0.98470 -3.36620
H 4.59672 -1.87505 -2.69746
H 5.26703 -0.51688 -3.67757
H 4.45545 -1.81566 -4.47121
H 3.30276 0.00811 -1.41562
C -0.22317 1.33174 6.28554
C -1.07334 2.55613 6.05488
C -0.25393 3.69895 5.53767
O -2.00678 2.17282 5.06815
H 0.47199 1.19717 5.40016
H -0.96449 0.53015 6.47699
H 0.40554 1.45992 7.12129
H -1.54298 2.68683 7.00451
H -0.89928 4.57271 5.24848
H 0.20557 3.50631 4.57466
H 0.48515 4.15967 6.19019
H -2.21513 3.03993 4.68282
C -2.00955 4.34081 1.06243
C -3.45251 4.14773 1.33283
O -3.68548 3.40923 2.54022
O -1.33849 3.11731 1.00510
H -1.50976 4.85871 1.89680
H -1.83467 5.02265 0.17527
H -3.91038 3.63655 0.50073
H -3.97805 5.07873 1.52979
H -3.29579 2.54847 2.53255
H -1.42397 2.57339 0.12886
C -0.49604 -0.59483 0.41480
C -0.01532 0.51824 -0.56615
O -1.13110 1.04412 -1.19705
O 0.64444 -1.10343 1.13355
H -0.89656 -1.36096 -0.21602
H -1.19230 -0.11381 1.17030
H 0.63505 -0.04531 -1.24706
H 0.55373 1.22012 0.04527
H -0.75611 1.55714 -1.93793
H 0.37122 -1.38758 2.07055
C 3.05707 3.99403 -1.45509
C 4.41815 3.32076 -1.09952
O 5.11967 2.86657 -2.29153
O 2.20934 3.10471 -2.15263
H 3.23831 4.75234 -2.21135
H 2.57708 4.45501 -0.56003
H 4.30913 2.44644 -0.48462
H 5.11894 3.96901 -0.54934
H 4.75023 1.97601 -2.57160
H 2.57878 2.15066 -2.06269
C 2.68899 2.53157 2.96523
C 2.40219 3.27865 1.62867
O 1.25052 4.08673 1.71714
O 2.10280 1.23976 3.10413
H 2.45815 3.18987 3.77414
H 3.83495 2.43000 2.98477
H 2.42333 2.56418 0.84392
H 3.20824 4.02688 1.57787
H 0.61422 3.81156 1.06294
H 1.37831 1.11691 2.53184
```

Output
* energy relative to the best compared isomer or geometry (same formula, charge and spin): 0.0 kcal per mole
* gap between HOMO and LUMO: 10.4513 eV
* net charge: 0
* HOMO: -9.833 eV
* LUMO: 0.62 eV


Entry 3:
# C35H98O14

A 14-piece molecular cluster, C35H98O14 overall at a distorted geometry (ωB97M-V/def2-TZVPD, the Open Molecules 2025 dataset).

Structure (XYZ):
```
147
C35H98O14 | the Open Molecules 2025 dataset | ωB97M-V/def2-TZVPD
C 1.45990 2.82419 -4.30135
C 0.41405 1.73525 -4.48296
O -0.07449 1.84840 -5.79004
H 2.15844 2.78234 -5.13771
H 1.88315 2.86188 -3.29751
H 0.99255 3.79191 -4.49544
H -0.43930 1.72847 -3.80448
H 0.96880 0.81623 -4.27620
H 0.46771 1.22406 -6.27946
C 0.99915 -5.35193 1.68443
C 0.68219 -3.82558 1.57245
O 1.16230 -3.28705 0.34793
H 0.60054 -5.97815 0.88692
H 0.71916 -5.71858 2.67241
H 2.08154 -5.47659 1.63365
H 1.14144 -3.33955 2.43564
H -0.37694 -3.63495 1.75268
H 1.94385 -2.71811 0.40539
C 1.05662 4.21231 2.68154
C 2.19134 4.11392 3.68217
O 1.89114 3.08354 4.60593
H 0.88659 3.24548 2.20676
H 1.25745 4.91770 1.87610
H 0.08474 4.44443 3.11841
H 2.25341 5.06726 4.20853
H 3.11469 3.85472 3.16239
H 2.30280 3.32626 5.43886
C -2.54966 -0.60124 -5.64446
C -2.52969 -0.66909 -4.11011
O -3.78625 -1.09661 -3.57567
H -1.61379 -0.22609 -6.05427
H -3.33952 0.09898 -5.92283
H -2.90820 -1.55251 -6.03840
H -2.30969 0.32346 -3.71128
H -1.74860 -1.36838 -3.80382
H -3.64589 -1.24445 -2.63143
C -0.17385 -0.09619 -1.21717
C 0.38596 -0.14102 0.19822
O -0.06531 1.03724 0.83687
H 0.06880 0.80142 -1.78566
H -1.25135 -0.25611 -1.17756
H 0.27848 -0.94178 -1.73897
H 1.47676 -0.11169 0.19883
H -0.10181 -1.00401 0.65486
H 0.27458 1.07523 1.74070
C -3.52500 2.20975 2.43678
C -2.29393 1.94609 3.26539
O -2.70947 2.15952 4.59839
H -4.04148 3.10235 2.78917
H -4.22399 1.37372 2.48122
H -3.24973 2.27686 1.38227
H -1.54290 2.68304 2.97845
H -1.98394 0.92350 3.05639
H -2.80153 3.10103 4.75940
C -2.52798 -4.67901 -2.55079
C -1.28526 -4.55862 -1.68979
O -1.30608 -3.33591 -0.99601
H -2.56630 -3.95018 -3.36134
H -3.46097 -4.64737 -1.98797
H -2.56806 -5.63604 -3.07391
H -0.37226 -4.67258 -2.27585
H -1.34176 -5.39022 -0.98348
H -0.46209 -3.26026 -0.53417
C -3.09075 -1.22333 1.41053
C -3.99956 -1.55052 0.23850
C -5.04284 -0.48667 -0.02917
O -3.25893 -1.64242 -0.94895
H -3.56955 -1.12006 2.38421
H -2.55084 -0.29531 1.21108
H -2.29258 -1.96198 1.50069
H -4.52221 -2.49290 0.42028
H -4.57564 0.47355 -0.25039
H -5.69182 -0.34480 0.83615
H -5.67553 -0.78025 -0.86691
H -2.59178 -2.34089 -0.86521
C 4.27578 -3.27962 2.31734
C 4.58031 -2.29209 1.19390
C 5.49896 -2.72032 0.04284
O 3.35124 -1.79574 0.68545
H 3.74979 -4.13120 1.88554
H 3.67968 -2.77552 3.07727
H 5.19750 -3.63967 2.77428
H 5.08808 -1.45710 1.68393
H 5.21251 -3.65592 -0.43967
H 6.50911 -2.95033 0.38708
H 5.61656 -1.90711 -0.67283
H 3.56435 -1.04778 0.11229
C -1.12405 4.29294 -0.52560
C -0.03520 3.78186 -1.47067
C 0.74566 4.95651 -2.10878
O 0.90158 3.07245 -0.68271
H -1.51899 3.44177 0.02946
H -1.94581 4.67449 -1.13479
H -0.77508 5.13250 0.07464
H -0.46135 3.19662 -2.28729
H 1.50835 4.55944 -2.77768
H 1.23704 5.45262 -1.27134
H 0.00629 5.58231 -2.60776
H 0.46754 2.31127 -0.27330
C 0.08591 -3.71749 5.47918
C -0.65525 -2.33119 5.51117
C -1.19092 -1.87493 4.09398
O -1.82347 -2.53347 6.28615
H 0.56384 -3.83437 6.45393
H 0.93820 -3.67623 4.80010
H -0.53648 -4.60459 5.37280
H -0.03360 -1.57168 5.98693
H -1.57030 -0.85689 4.17958
H -1.92077 -2.57389 3.68831
H -0.36415 -1.86197 3.38118
H -2.29448 -1.69541 6.29151
C -3.49887 2.28322 -2.54196
C -3.38019 2.84158 -3.97505
C -4.62898 3.49156 -4.55471
O -2.29407 3.78309 -3.84417
H -4.20968 1.45806 -2.45347
H -3.93434 3.00452 -1.84911
H -2.59193 1.82809 -2.14442
H -3.05629 2.04369 -4.64641
H -5.35932 2.70634 -4.75150
H -4.42620 4.05478 -5.46525
H -5.03094 4.18202 -3.81218
H -1.91397 3.89371 -4.72031
C 3.32963 0.86549 2.43777
C 2.29486 -0.06230 3.05031
C 2.85682 -0.73663 4.32986
O 1.11251 0.69532 3.40171
H 4.19628 0.30287 2.08782
H 3.68357 1.59371 3.16752
H 2.88802 1.39266 1.59059
H 1.92409 -0.81900 2.35944
H 2.01031 -1.20546 4.83249
H 3.30414 -0.06536 5.06422
H 3.64443 -1.44926 4.08226
H 1.37358 1.47387 3.91378
C 4.91653 0.29929 -3.01286
C 3.55435 0.18049 -2.28744
C 2.96228 -1.22902 -2.43883
O 3.84448 0.46062 -0.88899
H 5.67096 -0.39843 -2.64860
H 5.32065 1.30004 -2.85709
H 4.83072 0.10203 -4.08223
H 2.88213 0.92300 -2.71803
H 3.63767 -2.07667 -2.32796
H 2.48229 -1.31546 -3.41408
H 2.17639 -1.33863 -1.69040
H 3.74058 1.41084 -0.78899
```

Output
* energy relative to the best compared isomer or geometry (same formula, charge and spin): 0.0 kcal per mole
* gap between HOMO and LUMO: 9.6578 eV
* net charge: 0
* HOMO: -9.278 eV
* LUMO: 0.38 eV